{"formula": "C4HBr2F3O", "method": "wB97M-V/def2-TZVPD", "symbols": ["F", "C", "C", "Br", "O", "C", "Br", "C", "F", "F", "H"], "coordinates": [[2.079504, -0.644371, -1.227881], [0.879391, -0.349182, -0.707804], [-0.258354, -1.083938, -0.925985], [-0.625573, -2.667480, -1.694232], [-1.306378, -0.545939, -0.224979], [-0.821655, 0.402521, 0.671925], [-0.970998, -0.206273, 2.528458], [0.560802, 0.799523, 0.266974], [1.425930, 1.074060, 1.210391], [0.447429, 1.966049, -0.432893], [-1.410097, 1.255029, 0.536025]], "atomic_forces_ev_per_a": [[-0.434, 0.445, 0.422], [-1.044, -1.556, -0.306], [2.076, 2.475, 1.829], [0.042, -0.836, -0.820], [-0.360, -0.561, -0.020], [-0.587, -0.582, 0.958], [0.093, 0.092, -0.584], [0.645, -0.892, -2.466], [0.851, -0.431, 1.067], [-0.109, 0.604, -0.477], [-1.172, 1.241, 0.396]], "e_homo_ev": -9.604, "mol_weight_g_mol": 281.85, "smiles": "FC1=C(Br)O[C@@H](Br)C1(F)F", "homo_lumo_gap_ev": 9.79, "de_lowest_kj_mol": 0.0, "charge": 0, "energy_ha": -5675.8359}